<w>
Molecular formula: C2H4O3S2
Method: DFT, ωB97M-V/def2-TZVPD

Geometry as XYZ:
```
11
Properties=species:S:1:pos:R:3:nbo_charge:R:1
C 0.525 -0.470 -0.304 0.52
C 0.871 0.927 -0.547 -0.75
O -2.810 1.119 0.272 -0.87
O -1.728 0.111 2.203 -0.87
O -0.549 -0.988 -0.130 -0.59
S 1.978 -1.588 -0.462 -0.08
S -2.475 -0.095 0.993 1.70
H 1.343 -2.824 -0.406 0.16
H 0.212 1.401 0.153 0.26
H 0.758 1.307 -1.570 0.27
H 1.875 1.099 -0.204 0.24
```

Summary:
net charge	0
E_LUMO	-0.229	eV
HOMO energy	-10.361	eV
multiplicity	1
Kohn-Sham gap	0.3724	hartree


<x>
Molecular formula: C2H4O3S2
Method: DFT, ωB97M-V/def2-TZVPD

Geometry as XYZ:
```
11
Properties=species:S:1:pos:R:3:nbo_charge:R:1
C -0.783 0.426 0.280 -0.12
C 0.487 1.243 0.303 -0.68
O -0.123 -3.149 -0.486 -0.81
O 1.403 -1.197 -1.075 -0.85
O -0.427 -0.956 0.640 -0.69
S -1.696 0.269 -1.234 0.05
S 0.138 -1.748 -0.698 2.12
H -1.574 0.828 1.122 0.25
H 1.265 0.792 -0.354 0.25
H 0.956 1.177 1.275 0.23
H 0.355 2.315 0.226 0.23
```

Summary:
net charge	0
E_LUMO (spin up / spin down)	-2.589 / -2.717	eV
HOMO energy (spin up / spin down)	-9.975 / -9.710	eV
multiplicity	1
Kohn-Sham gap (spin up / spin down)	0.2714 / 0.2570	hartree


<w> is favored, and the nearest alternative lies 2.679 eV above it.